DFT (ωB97M-V/def2-TZVPD) results for a structure of composition C27H34FeGeN10OS.

CARTESIAN COORDINATES (ANGSTROEM)
1 Fe 0.142 -0.922 0.263
2 N 2.328 -0.357 -3.400
3 C 1.843 -0.626 -2.177
4 S 0.110 -0.590 -1.983
5 N 2.731 -0.903 -1.240
6 N 2.127 -1.194 -0.071
7 C 2.825 -1.525 0.946
8 C 2.070 -1.836 2.157
9 C 2.669 -2.318 3.312
10 C 1.874 -2.638 4.399
11 C 0.500 -2.479 4.300
12 C -0.027 -1.988 3.118
13 N 0.734 -1.655 2.078
14 H 1.709 -0.068 -4.136
15 H 3.323 -0.303 -3.534
16 H 3.907 -1.595 0.908
17 H 3.743 -2.443 3.344
18 H 2.319 -3.017 5.310
19 H -0.159 -2.727 5.119
20 H -1.092 -1.847 2.994
21 C -2.163 2.462 1.730
22 Ge -2.672 1.187 0.324
23 C -2.389 1.962 -1.449
24 C -4.593 0.864 0.544
25 C -1.803 -0.561 0.482
26 H -2.918 3.247 1.788
27 H -1.198 2.934 1.546
28 H -2.128 1.963 2.701
29 H -2.692 3.009 -1.464
30 H -3.006 1.426 -2.173
31 H -1.351 1.894 -1.774
32 H -5.160 1.786 0.409
33 H -4.811 0.471 1.539
34 H -4.941 0.138 -0.192
35 H -2.270 -1.182 -0.290
36 H -2.117 -1.019 1.430
37 C 1.454 2.521 2.485
38 C 0.879 1.337 2.065
39 N 0.746 1.017 0.772
40 C 1.143 1.912 -0.137
41 C 1.739 3.123 0.191
42 C 1.916 3.418 1.537
43 C 2.242 3.995 -0.899
44 C 1.507 4.734 -1.725
45 C 0.048 4.963 -1.660
46 C -0.637 5.192 -0.473
47 C -1.983 5.496 -0.574
48 N -2.617 5.555 -1.740
49 C -1.871 5.315 -2.815
50 N -0.574 5.039 -2.840
51 H 1.538 2.726 3.543
52 H 0.509 0.627 2.787
53 H 0.994 1.644 -1.174
54 H 2.395 4.343 1.834
55 H 3.316 3.962 -1.059
56 H 1.995 5.231 -2.555
57 H -0.139 5.180 0.485
58 H -2.572 5.711 0.311
59 H -2.376 5.352 -3.773
60 C -2.132 -4.850 -0.336
61 N -0.780 -4.847 -0.890
62 C -0.303 -5.891 -1.610
63 C 0.936 -5.876 -2.145
64 C 1.711 -4.703 -1.906
65 N 1.254 -3.693 -1.185
66 C 0.022 -3.733 -0.681
67 O -0.494 -2.809 -0.013
68 N 2.949 -4.573 -2.401
69 H -2.649 -5.739 -0.687
70 H -2.663 -3.959 -0.660
71 H -2.093 -4.852 0.752
72 H -0.977 -6.727 -1.734
73 H 1.306 -6.707 -2.725
74 H 3.364 -5.277 -2.984
75 H 3.431 -3.705 -2.240

Calculated values
**Net charge**: +1
**LUMO (spin up / spin down)**: -3.00 / -3.00 eV
**2S+1**: 2
**Gap between HOMO and LUMO (spin up / spin down)**: 7.688 / 7.733 eV
**HOMO energy (spin up / spin down)**: -10.687 / -10.733 eV
**Total energy**: -5410.73881 Ha
**ΔE to the lowest compared entry with this formula, charge and spin**: 0.00 kcal/mol

These are the Mulliken partial charges, in e, on atoms 1 to 2: atom 1 (Fe): 0.41, atom 2 (N): -0.43

---

DFT (ωB97M-V/def2-TZVPD) results for a structure of composition C7H8N3S2Se3TeTi.

CARTESIAN COORDINATES (ANGSTROEM)
1 Ti -1.424 0.883 -0.965
2 Se -1.694 -1.475 -1.699
3 Se -0.502 -1.772 -3.725
4 Te -0.791 0.555 -4.543
5 Se 0.365 1.611 -2.561
6 C 1.624 -2.699 1.732
7 C 1.050 -1.347 1.484
8 C 1.769 -0.254 1.070
9 C 1.071 0.928 0.812
10 N -0.268 0.996 0.889
11 C -0.994 -0.091 1.294
12 S -2.649 -0.095 1.204
13 N -0.275 -1.211 1.658
14 C 1.789 2.199 0.507
15 H 2.704 -2.654 1.842
16 H 1.384 -3.332 0.874
17 H 1.189 -3.147 2.625
18 H 2.838 -0.313 0.944
19 H -0.834 -2.021 1.896
20 H 2.856 2.098 0.688
21 H 1.375 2.990 1.132
22 H 1.635 2.489 -0.534
23 S -5.322 1.806 -2.944
24 C -3.957 1.888 -2.145
25 N -2.938 1.970 -1.533

Calculated values
**Net charge**: 0
**LUMO (spin up / spin down)**: -1.56 / -1.57 eV
**2S+1**: 2
**Gap between HOMO and LUMO (spin up / spin down)**: 5.689 / 5.680 eV
**HOMO energy (spin up / spin down)**: -7.252 / -7.248 eV
**Total energy**: -9554.10462 Ha
**ΔE to the lowest compared entry with this formula, charge and spin**: 12.64 kcal/mol

These are the Mulliken partial charges, in e, on atoms 1 to 2: atom 1 (Ti): 0.62, atom 2 (Se): -0.07

---

DFT (ωB97M-V/def2-TZVPD) results for a structure of composition C12H13N at a distorted geometry.

CARTESIAN COORDINATES (ANGSTROEM)
1 C 3.089 0.917 -0.610
2 C 2.159 1.894 -0.764
3 C 2.702 -0.342 -0.055
4 C 0.860 1.719 -0.292
5 C 1.366 -0.562 0.412
6 C 0.543 0.533 0.200
7 C -1.917 1.618 -0.352
8 C -1.230 -2.644 -1.324
9 C -1.340 -1.369 -1.102
10 C -0.930 0.332 0.650
11 C -1.156 0.623 2.103
12 C -1.634 -0.944 0.279
13 N -2.428 2.391 -1.092
14 H 4.184 0.998 -0.870
15 H 2.329 2.826 -1.221
16 H 3.560 -1.019 -0.004
17 H 0.075 2.517 -0.619
18 H 0.975 -1.496 0.703
19 H -1.012 -3.049 -2.326
20 H -1.373 -3.455 -0.585
21 H -0.909 -0.672 -1.781
22 H -0.966 -0.249 2.737
23 H -2.282 0.831 2.098
24 H -0.477 1.380 2.419
25 H -2.784 -1.016 0.394
26 H -1.405 -1.762 1.001

Calculated values
**Net charge**: 0
**LUMO**: 0.72 eV
**2S+1**: 1
**Gap between HOMO and LUMO**: 10.384 eV
**HOMO energy**: -9.666 eV
**Total energy**: -519.68421 Ha
**ΔE to the lowest compared entry with this formula, charge and spin**: 86.64 kcal/mol

These are the Mulliken partial charges, in e, on atoms 1 to 2: atom 1 (C): -0.38, atom 2 (C): -0.67

---

DFT (ωB97M-V/def2-TZVPD) results for a cluster of 5 separate species, C41H75F3N3O19S in total at a distorted geometry.

CARTESIAN COORDINATES (ANGSTROEM)
1 C -5.646 0.704 -1.013
2 C -4.664 1.315 -2.199
3 C -3.139 1.500 -1.537
4 N -2.709 0.155 -1.069
5 C -1.322 0.020 -0.529
6 C -0.276 1.240 -0.767
7 O 1.001 0.943 -1.155
8 N -0.415 2.715 -0.476
9 C -0.089 3.584 -1.672
10 O -0.157 3.128 -2.953
11 F 0.292 5.037 -1.543
12 C -0.772 -1.420 -1.183
13 S -0.410 -1.245 -3.062
14 O -0.878 -2.502 -3.865
15 O -1.156 -0.032 -3.695
16 F 1.251 -1.033 -3.416
17 C 0.437 -2.130 -0.356
18 C 0.469 -3.702 -0.795
19 C -0.798 -4.660 -0.555
20 C -0.698 -5.846 -1.739
21 C -1.888 -5.545 -2.869
22 O -3.070 -6.412 -2.717
23 C -4.325 -5.596 -2.786
24 C -4.739 -4.672 -4.105
25 O -5.229 -5.564 -1.768
26 C 0.694 -1.768 1.225
27 C 2.320 -1.383 1.277
28 C 3.390 -2.452 0.712
29 C 4.132 -3.402 1.868
30 C 0.688 -3.119 2.219
31 C 1.281 -2.911 3.725
32 F -0.636 -3.721 2.449
33 N -0.202 -0.654 1.808
34 C 0.501 0.553 2.351
35 C 1.070 0.397 3.920
36 O 2.338 0.633 4.269
37 C -1.504 -0.431 1.074
38 C -2.600 -1.689 1.252
39 C -2.510 0.729 1.707
40 H -6.739 0.469 -1.430
41 H -5.684 1.483 -0.120
42 H -5.257 -0.321 -0.567
43 H -4.654 0.514 -3.083
44 H -5.137 2.340 -2.518
45 H -2.456 1.901 -2.398
46 H -3.302 2.288 -0.655
47 H -2.942 -0.496 -1.851
48 H -1.325 2.983 -0.057
49 H -1.707 -2.160 -1.262
50 H 1.376 -1.680 -0.961
51 H 0.671 -3.691 -1.975
52 H 1.399 -4.320 -0.371
53 H -0.651 -5.288 0.451
54 H -1.868 -4.230 -0.686
55 H -0.940 -6.912 -1.258
56 H 0.368 -5.860 -2.249
57 H -2.277 -4.434 -2.817
58 H -1.371 -5.668 -3.938
59 H -4.513 -5.192 -5.131
60 H -4.016 -3.724 -4.052
61 H -5.832 -4.225 -4.025
62 H 2.406 -0.445 0.540
63 H 2.726 -1.033 2.299
64 H 3.111 -3.038 -0.260
65 H 4.313 -1.774 0.349
66 H 4.992 -4.015 1.311
67 H 3.431 -4.194 2.353
68 H 4.665 -2.747 2.707
69 H 1.355 -4.004 1.773
70 H 0.487 -2.288 4.362
71 H 2.372 -2.527 3.820
72 H 1.271 -3.992 4.234
73 H -0.556 -1.132 2.700
74 H 1.309 1.058 1.631
75 H -0.184 1.516 2.534
76 H 0.298 0.020 4.743
77 H -2.243 -2.689 0.783
78 H -3.651 -1.446 0.801
79 H -2.778 -1.859 2.419
80 H -2.526 0.506 2.880
81 H -2.119 1.821 1.594
82 H -3.617 0.654 1.351
83 C 3.228 3.892 -0.722
84 C 3.474 2.401 -0.875
85 O 4.714 2.153 -1.547
86 C 5.832 2.303 -0.793
87 O 5.866 2.619 0.385
88 O 6.908 2.067 -1.584
89 C 8.158 2.290 -0.935
90 H 3.295 4.395 -1.692
91 H 2.242 4.080 -0.291
92 H 3.980 4.353 -0.073
93 H 2.683 1.967 -1.498
94 H 3.444 1.883 0.089
95 H 8.228 1.726 0.001
96 H 8.296 3.360 -0.754
97 H 8.954 1.946 -1.603
98 C 1.706 4.020 5.056
99 C 1.630 3.043 6.217
100 O 1.712 3.731 7.471
101 C 0.579 4.363 7.870
102 O -0.482 4.385 7.267
103 O 0.836 4.986 9.046
104 C -0.250 5.773 9.530
105 H 2.598 4.649 5.139
106 H 1.734 3.486 4.103
107 H 0.843 4.693 5.046
108 H 2.487 2.363 6.173
109 H 0.726 2.427 6.170
110 H -1.172 5.186 9.591
111 H -0.389 6.647 8.887
112 H 0.003 6.120 10.536
113 C 5.059 -2.543 -3.348
114 C 4.909 -3.802 -4.184
115 O 6.179 -4.424 -4.406
116 C 6.682 -5.127 -3.359
117 O 6.148 -5.274 -2.271
118 O 7.893 -5.616 -3.723
119 C 8.577 -6.296 -2.673
120 H 5.792 -1.866 -3.800
121 H 4.103 -2.022 -3.256
122 H 5.421 -2.775 -2.342
123 H 4.509 -3.536 -5.169
124 H 4.204 -4.508 -3.731
125 H 7.953 -7.080 -2.232
126 H 8.892 -5.578 -1.910
127 H 9.470 -6.765 -3.096
128 C -8.079 7.408 -0.508
129 C -6.771 7.026 -1.180
130 O -6.784 5.652 -1.580
131 C -7.493 5.373 -2.704
132 O -8.100 6.180 -3.389
133 O -7.430 4.036 -2.920
134 C -8.220 3.594 -4.022
135 H -8.301 6.726 0.319
136 H -8.033 8.430 -0.123
137 H -8.919 7.343 -1.207
138 H -5.951 7.140 -0.462
139 H -6.547 7.678 -2.031
140 H -7.980 4.150 -4.933
141 H -9.282 3.690 -3.778
142 H -7.999 2.537 -4.196

Calculated values
**Net charge**: +1
**LUMO**: -4.05 eV
**2S+1**: 1
**Gap between HOMO and LUMO**: 8.136 eV
**HOMO energy**: -12.186 eV
**Total energy**: -3897.98385 Ha
**ΔE to the lowest compared entry with this formula, charge and spin**: 202.54 kcal/mol

These are the Mulliken partial charges, in e, on atoms 1 to 2: atom 1 (C): -0.71, atom 2 (C): -0.63